Record 1
86
Properties=species:S:1:pos:R:3 method="wB97M-V/def2-TZVPD" relative_energy_kj_mol=29.3 gap_ev="5.49 / 5.47" charge=+2 homo_ev="-13.36 / -13.35" lumo_energy_ha="-0.2892 / -0.2897" e_tot_ha=-2220.9307
In 2.1046 -1.2216 0.4183
C -2.1452 4.4484 1.6526
C -1.1516 4.8141 0.5396
C -0.5531 6.1862 0.8560
C -1.8915 4.8950 -0.8057
C -0.0929 3.7178 0.4286
C -0.4534 2.4292 0.2595
C 0.5557 1.4182 0.1612
N 0.3668 0.1422 0.0322
C -0.7773 -0.5811 -0.1717
C -1.9270 -0.0971 -0.8071
C -3.0293 -0.9099 -0.9368
C -2.9197 -2.2099 -0.4325
C -1.7771 -2.7836 0.1274
C -0.6692 -1.9384 0.2739
O 0.4742 -2.3360 0.8654
C -1.8827 -4.2363 0.6178
C -2.6132 -4.2282 1.9690
C -0.5358 -4.9489 0.7958
C -2.6806 -5.0861 -0.3852
C -4.2902 -0.3877 -1.6256
C -4.7564 0.8912 -0.9140
C -3.9578 -0.0668 -3.0890
C -5.4303 -1.4049 -1.5926
C 2.0130 1.7817 0.3261
O 2.8505 0.8416 0.2508
C 2.3665 3.1523 0.5285
C 1.3201 4.0289 0.5214
C 3.7930 3.6958 0.6982
C 4.1400 4.5128 -0.5562
C 3.8340 4.6095 1.9345
C 4.8685 2.6213 0.8895
H -2.8933 5.2361 1.7455
H -1.6422 4.3452 2.6156
H -2.6770 3.5195 1.4415
H -1.3603 6.9126 0.9434
H 0.1111 6.5417 0.0653
H -0.0096 6.1912 1.8037
H -2.6524 5.6751 -0.7609
H -2.3914 3.9539 -1.0432
H -1.2088 5.1358 -1.6227
H -1.4925 2.1398 0.2537
H -1.9231 0.8937 -1.2375
H -3.7971 -2.8342 -0.5013
H -2.0624 -3.6478 2.7118
H -2.7240 -5.2469 2.3446
H -3.6105 -3.7963 1.8733
H 0.0803 -4.4902 1.5646
H 0.0002 -4.9807 -0.1610
H -0.7249 -5.9843 1.0833
H -3.7229 -4.7831 -0.4667
H -2.6844 -6.1251 -0.0540
H -2.2370 -5.0478 -1.3825
H -4.0150 1.6903 -0.9925
H -4.9528 0.7065 0.1436
H -5.6763 1.2587 -1.3705
H -3.1838 0.6992 -3.1698
H -4.8457 0.3086 -3.5996
H -3.6139 -0.9565 -3.6196
H -5.7140 -1.6693 -0.5716
H -5.1797 -2.3186 -2.1356
H -6.3094 -0.9754 -2.0727
H 1.5624 5.0750 0.6387
H 3.4567 5.3531 -0.6913
H 4.1007 3.8939 -1.4548
H 5.1493 4.9164 -0.4678
H 3.1769 5.4744 1.8430
H 4.8461 4.9918 2.0681
H 3.5577 4.0638 2.8387
H 4.9947 1.9991 0.0058
H 4.6615 1.9810 1.7483
H 5.8159 3.1268 1.0796
C 3.7139 -6.4938 -0.7966
C 4.3836 -5.2849 -0.2717
N 5.5642 -5.2184 0.2498
N 5.7449 -3.9140 0.5861
C 4.7032 -3.1598 0.2895
S 4.5250 -1.4685 0.4972
N 3.8153 -4.0154 -0.2681
N 2.5848 -3.5827 -0.7446
H 4.3778 -7.3435 -0.6626
H 3.4917 -6.3866 -1.8595
H 2.7822 -6.6868 -0.2624
H 6.6109 -3.6237 1.0176
H 2.5279 -3.7260 -1.7492
H 1.8134 -4.0728 -0.2917

---

Record 2
24
Properties=species:S:1:pos:R:3 method="wB97M-V/def2-TZVPD" relative_energy_kj_mol=492.2 gap_ev=6.63 homo_ev=-6.64 lumo_energy_ha=-0.0003 e_tot_ha=-646.9145
C -2.6497 0.9370 -0.0620
C -3.5486 -0.1736 -0.0764
C -3.0305 -1.3908 -0.2005
C -0.7360 -0.6565 -0.0692
C 1.6149 -0.3196 0.9733
C 2.6850 -1.1152 0.4633
C 3.7107 -0.7220 -0.4844
C 3.5560 0.6196 -0.7965
C 2.5370 1.5301 -0.1947
C 1.6865 1.0685 0.7041
H -0.6535 1.3792 -0.0356
H -4.5868 0.0844 -0.2282
H -3.5999 -2.2762 -0.3049
H -1.4146 -2.5785 -0.2663
H 1.0703 -0.7817 1.8176
H 2.6073 -2.2158 0.8262
H 4.3080 -1.5269 -0.8374
H 4.4907 1.3181 -1.1804
H 2.6347 2.6084 -0.5386
H 1.1553 1.9014 1.3535
N -1.2774 0.5914 0.0029
N -1.7207 -1.6440 -0.1880
O -2.9769 2.1413 -0.0161
O 0.4799 -0.7926 -0.0904

---

Record 3
9
Properties=species:S:1:pos:R:3 method="wB97M-V/def2-TZVPD" relative_energy_kj_mol=113.7 multiplicity=3 gap_ev="6.65 / 6.58" s2=2.010 homo_ev="-5.77 / -10.01" lumo_energy_ha="0.0323 / -0.1264" e_tot_ha=-577.2727
C 0.6323 0.2845 -0.5662
C 0.0747 1.0846 -1.4950
C -0.1279 -0.2823 0.5761
Cl 1.3066 1.9067 -2.9306
H 1.6319 0.1415 -0.4121
H -0.9901 1.4556 -1.5506
H 0.0813 -1.4470 0.4978
H 0.1417 -0.0792 1.6778
H -1.1572 0.0374 0.4506